DFT (ωB97M-V/def2-TZVPD) results for 2 unconnected molecules or ions with the total composition CHN2O3 at a distorted geometry.

For the calculated total energy, the calculation gives -10163.90823 eV. For the maximum force, the calculation gives 3.67 eV/A. The gap between HOMO and LUMO comes out at 9.86 eV. For the LUMO energy, the calculation gives -7.68 eV. As for the net charge: +1.

The geometry in XYZ format:
```
7
Properties=species:S:1:pos:R:3:mulliken_charge:R:1
C 1.42 0.50 0.28 0.735
N -0.52 -0.77 -0.18 -0.109
N -1.39 -0.03 0.02 0.879
O 0.79 1.41 0.00 -0.357
O -2.03 0.81 0.33 -0.194
O 2.15 -0.38 0.32 -0.299
H -0.41 -1.56 -0.76 0.344
```